(1)
Molecular formula: C27H23Cl5MoN2O4
Method: DFT, ωB97M-V/def2-TZVPD

Summary:
Gap between HOMO and LUMO (spin up / spin down) in hartree: 0.2342 / 0.2424
Total charge: +2
Energy relative to the best compared isomer or geometry (same formula, charge and spin) in kJ/mol: 104.1
HOMO energy (spin up / spin down) in eV: -14.09 / -14.08

Last column: Löwdin charge in e.
Geometry (Å):
Mo  12.90280  10.81698  9.48431  1.5843
C  12.76314  6.12464  7.50194  -0.0081
C  12.09326  7.00122  8.51331  -0.5055
C  11.45359  6.28982  9.69167  0.0331
O  11.09349  7.83602  7.79142  -0.0088
C  13.21574  7.88785  8.93722  -0.5381
O  14.24899  7.50049  9.33342  0.1713
O  13.05694  9.18398  8.60509  -0.2092
H  12.10518  5.50741  6.99768  0.0794
H  13.58785  5.50819  7.97201  0.1357
H  13.26589  6.62451  6.68691  0.1053
H  10.75990  5.58626  9.24585  0.1032
H  10.83323  7.04308  10.18224  0.0923
H  12.25115  5.85378  10.30886  0.1109
H  11.34191  7.66410  6.88112  0.0857
Cl  11.44044  9.79239  12.67983  0.7597
C  10.41750  10.53484  11.51393  -0.6518
C  11.01879  10.95815  10.29389  -0.3475
C  10.11815  11.52929  9.40816  -0.6569
Cl  10.95426  12.06224  7.95353  0.7462
C  8.76758  11.67588  9.54773  -0.6446
Cl  7.93212  12.37417  8.14950  0.6979
C  8.13441  11.26355  10.71428  -0.6841
Cl  6.46933  11.27030  10.92804  0.8093
C  9.01287  10.70206  11.75359  -0.6440
Cl  8.25278  10.00369  13.12636  0.7300
C  12.81268  15.02187  7.93444  -0.0347
N  14.07898  14.27037  7.81944  0.0685
C  14.39202  13.19991  8.54436  -0.5234
N  15.64326  12.63124  8.50765  0.2113
O  13.56813  12.64542  9.31860  -0.2127
H  12.29581  15.07904  6.96284  0.1034
H  12.98155  16.06239  8.28352  0.1096
H  12.22451  14.53317  8.72098  0.0675
H  14.84628  14.68352  7.20008  0.2058
H  16.42157  12.95896  7.92992  0.1427
H  15.87922  11.96471  9.21184  0.1064
C  13.92615  10.20228  11.08856  -0.1267
C  14.65208  10.02271  12.07363  -0.0646
C  15.31382  9.93324  13.30273  -0.0424
C  15.98994  8.68342  13.55750  -0.1504
C  16.05629  7.68054  12.57596  0.0196
C  16.86853  6.60933  12.83676  -0.0413
C  17.55082  6.42910  14.01704  -0.0506
C  17.46893  7.33509  15.00390  -0.0231
C  16.65517  8.48236  14.78942  0.0386
C  15.48916  11.12948  14.11950  -0.1523
C  14.44331  12.07293  14.12120  -0.0027
C  14.69909  13.28030  14.72875  -0.0450
C  15.96151  13.60494  15.24140  -0.0369
C  16.96139  12.65597  15.28661  -0.0410
C  16.67953  11.41398  14.78274  -0.0264
H  15.55842  7.70264  11.65277  0.0913
H  16.99853  5.78422  12.15018  0.1234
H  18.23895  5.56361  14.21517  0.1506
H  17.93925  7.27765  15.94474  0.1107
H  16.66920  9.24842  15.49939  0.0869
H  13.48528  11.91689  13.73322  0.0874
H  13.89641  14.05238  14.81102  0.1327
H  16.14748  14.55874  15.74448  0.1263
H  17.83501  12.86029  15.93764  0.1402
H  17.49986  10.75987  14.74500  0.1055

Forces on atoms 1 to 2 (eV/Å):
-0.5 -1.7 -0.2
2.5 -1.1 0.7



(2)
Molecular formula: C27H23Cl5MoN2O4
Method: DFT, ωB97M-V/def2-TZVPD

Summary:
Gap between HOMO and LUMO (spin up / spin down) in hartree: 0.2395 / 0.2451
Total charge: +2
Energy relative to the best compared isomer or geometry (same formula, charge and spin) in kJ/mol: 0.0
HOMO energy (spin up / spin down) in eV: -13.79 / -13.86

Last column: Löwdin charge in e.
Geometry (Å):
Mo  -19.06860  4.94216  4.67384  1.5834
C  -20.53137  5.53438  9.60320  0.0106
C  -20.54105  5.69563  8.10547  -0.4948
C  -21.52645  6.68770  7.56703  0.0007
O  -20.73800  4.36810  7.43167  -0.0669
C  -19.14586  6.04037  7.54099  -0.4027
O  -18.15682  6.32451  8.10169  0.2240
O  -19.16136  6.01113  6.12114  -0.2618
H  -21.46219  5.00734  9.88696  0.1130
H  -20.36877  6.49868  10.08884  0.1144
H  -19.73337  4.85090  9.85017  0.0964
H  -22.50656  6.40917  7.86075  0.0910
H  -21.50749  6.71186  6.52255  0.0453
H  -21.29901  7.71916  8.04614  0.1555
H  -21.45707  3.91888  7.88180  0.0968
Cl  -17.42131  7.40237  2.38875  0.7741
C  -19.01844  6.89672  2.09847  -0.6774
C  -19.61177  6.03090  3.03407  -0.3449
C  -20.93936  5.74413  2.74684  -0.6717
Cl  -21.79437  4.84161  3.95959  0.7966
C  -21.68244  6.15132  1.60396  -0.6621
Cl  -23.38554  5.85608  1.33331  0.7129
C  -20.99027  6.98653  0.70203  -0.6920
Cl  -21.69624  7.53377  -0.74859  0.7717
C  -19.68481  7.37415  0.96365  -0.7312
Cl  -18.88877  8.42154  -0.08531  0.7722
C  -20.59998  2.59632  1.62787  -0.0073
N  -20.74382  1.79812  2.85211  0.0956
C  -20.28178  2.22541  4.01706  -0.5604
N  -20.68754  1.79381  5.16964  0.2573
O  -19.35934  3.14766  4.00265  -0.2396
H  -19.73899  3.21345  1.70826  0.0746
H  -21.42110  3.31300  1.45988  0.0821
H  -20.50089  1.91329  0.81387  0.0989
H  -21.46470  1.13075  2.82670  0.1496
H  -21.32106  0.99735  5.22797  0.1612
H  -20.45296  2.19788  6.03332  0.1028
C  -17.08857  4.94634  4.36496  -0.0956
C  -15.87831  5.07575  4.23580  -0.0805
C  -14.54922  5.37397  4.00629  -0.0704
C  -13.83657  4.62885  2.98355  -0.1612
C  -14.51412  3.82914  2.06421  0.0019
C  -13.79737  3.21781  1.05761  -0.0602
C  -12.42344  3.25560  0.98923  -0.0385
C  -11.67039  3.89962  1.97909  -0.0241
C  -12.39788  4.51814  2.99272  0.0083
C  -13.97192  6.49820  4.71368  -0.1811
C  -14.31341  6.88498  6.02355  0.0173
C  -13.62412  7.99161  6.53470  -0.0291
C  -12.62988  8.72290  5.80430  -0.0094
C  -12.41050  8.35368  4.49654  -0.0449
C  -13.04634  7.23764  3.98734  -0.0301
H  -15.62617  3.86080  2.02962  0.1302
H  -14.20539  2.64183  0.26502  0.1068
H  -11.92706  2.72540  0.15310  0.1347
H  -10.58985  3.76600  1.94571  0.1245
H  -11.84929  4.97922  3.81678  0.1263
H  -15.09992  6.49852  6.69703  0.1308
H  -13.88327  8.39872  7.49390  0.1065
H  -12.15091  9.53503  6.30388  0.1122
H  -11.72801  8.90373  3.83742  0.1291
H  -12.86077  7.02235  2.93906  0.1289

Forces on atoms 1 to 2 (eV/Å):
0.4 0.1 0.2
-0.1 -0.6 -0.4



(3)
Molecular formula: C27H23F3MnNO5S2
Method: DFT, ωB97M-V/def2-TZVPD

Summary:
Gap between HOMO and LUMO (spin up / spin down) in hartree: 0.2377 / 0.2635
Total charge: -1
Energy relative to the best compared isomer or geometry (same formula, charge and spin) in kJ/mol: 1.8
HOMO energy (spin up / spin down) in eV: -4.10 / -4.81
2S+1: 6

Last column: Löwdin charge in e.
Geometry (Å):
Mn  0.82009  -1.62042  1.75048  0.7621
C  1.45313  5.38432  0.82959  -0.0978
O  2.63546  4.84600  0.28043  -0.0871
C  2.76686  3.48312  0.31668  -0.2865
C  3.97433  2.98959  -0.21645  -0.0331
C  4.17755  1.63816  -0.20804  -0.0369
C  3.22991  0.71123  0.28088  -0.0905
C  3.48678  -0.70345  0.24399  -0.3739
C  4.83873  -1.27146  -0.13406  0.0018
O  2.64601  -1.56668  0.52264  -0.0672
C  1.99139  1.21831  0.80570  -0.3392
O  1.03207  0.50694  1.23416  -0.1593
C  1.81741  2.63704  0.81645  0.0384
H  1.53510  6.46486  0.73103  0.0862
H  1.34640  5.12104  1.88549  0.0960
H  0.56736  5.03613  0.28861  0.0848
H  4.70699  3.68451  -0.60118  0.1035
H  5.11155  1.27345  -0.61216  0.0930
H  5.59650  -0.55348  -0.43029  0.0533
H  4.68552  -1.99540  -0.93452  0.0861
H  5.19420  -1.82305  0.73730  0.0940
H  0.88742  2.98629  1.24191  0.1105
O  -0.74508  -2.69677  2.80921  -0.2178
N  -1.65794  -3.34159  2.12980  -0.2199
C  -2.86946  -3.48998  2.71077  -0.0298
C  -3.89836  -4.14542  2.09047  -0.0836
C  -3.67451  -4.66767  0.81062  -0.1008
C  -2.43830  -4.50768  0.23263  -0.1197
C  -1.38771  -3.83707  0.88084  -0.6947
S  0.16227  -3.63967  0.20606  0.6544
H  -2.92173  -3.03770  3.68903  0.1331
H  -4.84849  -4.23744  2.59549  0.0935
H  -4.45956  -5.19101  0.28048  0.0950
H  -2.22436  -4.89682  -0.75265  0.0948
O  -1.30323  -0.77107  0.77090  -0.5381
S  -1.45425  0.60274  0.21313  1.0511
C  -2.95882  0.47883  -0.77714  -0.3500
C  -3.41577  -0.77688  -1.15526  -0.0527
C  -4.57509  -0.87204  -1.90718  -0.0743
C  -5.26742  0.27638  -2.27251  -0.0975
C  -4.80791  1.52406  -1.88039  -0.0928
C  -3.65052  1.62840  -1.12027  -0.0912
C  -0.34024  0.74459  -1.19055  -0.3647
C  -0.08028  1.99914  -1.71813  -0.0920
C  0.84049  2.12190  -2.74858  -0.0806
C  1.49769  0.99647  -3.22391  -0.0855
C  1.22898  -0.25162  -2.67901  -0.0629
C  0.30181  -0.38824  -1.65780  -0.0654
H  -2.85986  -1.65206  -0.83885  0.1056
H  -4.94240  -1.84509  -2.20822  0.1025
H  -6.17606  0.19520  -2.85615  0.0966
H  -5.35436  2.41724  -2.15646  0.0986
H  -3.28945  2.59630  -0.79200  0.1042
H  -0.56460  2.87717  -1.30671  0.1036
H  1.06616  3.09933  -3.15588  0.1023
H  2.23694  1.09626  -4.00886  0.0982
H  1.75691  -1.12786  -3.03454  0.1094
H  0.09898  -1.35098  -1.20289  0.0518
F  3.10628  -0.51709  3.56246  -0.0361
C  1.90605  -1.20285  3.72119  -0.5121
F  1.19487  -0.38669  4.58361  -0.0326
F  2.26759  -2.26978  4.52861  -0.0380

Forces on atoms 1 to 2 (eV/Å):
0.1 0.4 0.3
0.0 0.0 0.0



(4)
Molecular formula: C27H23F3NO9S5
Method: DFT, ωB97M-V/def2-TZVPD

Summary:
Gap between HOMO and LUMO in hartree: 0.1478
Total charge: -1
HOMO energy in eV: -4.47

Last column: Löwdin charge in e.
Geometry (Å):
F  2.66076  0.03339  -1.82104  0.0932
C  1.87618  -0.83172  -1.15230  -0.6842
F  2.00643  -2.07298  -1.65213  0.1196
F  2.30937  -0.89508  0.12356  0.1417
S  0.06638  -0.19333  -1.46344  1.1471
N  0.44980  -2.70943  2.84155  -0.3599
S  -0.18838  -3.60379  1.59570  0.5892
C  1.17651  -4.79186  1.71635  -0.2504
C  1.87400  -5.38436  0.65221  -0.0487
C  3.13222  -5.95192  0.94902  -0.1018
C  3.65815  -5.90406  2.24735  -0.1075
C  2.95318  -5.25554  3.26695  -0.0787
C  1.69493  -4.73778  2.99029  -0.1166
O  -1.45334  -4.12138  2.02528  -0.3042
O  -0.03104  -2.97002  0.32746  -0.3335
S  -0.01859  -1.17966  3.09315  0.5280
C  1.32019  0.02463  2.83689  -0.2394
C  2.41080  -0.02608  3.71433  -0.0733
C  3.38921  0.96043  3.69822  -0.0939
C  3.36083  1.95098  2.70522  -0.0947
C  2.33805  1.94327  1.74322  -0.0753
C  1.27594  1.03796  1.87605  -0.0859
O  -1.03014  -0.81295  2.13659  -0.3385
O  -0.27284  -1.01303  4.48045  -0.3181
H  1.46931  -5.38062  -0.36290  0.1121
H  3.72823  -6.41868  0.16404  0.0912
H  4.62109  -6.37465  2.45709  0.0912
H  3.32348  -5.10102  4.28116  0.0992
H  1.18693  -4.12908  3.73296  0.0909
H  2.49490  -0.84978  4.41394  0.1106
H  4.16939  0.93548  4.46539  0.0983
H  4.14491  2.71000  2.67870  0.0924
H  2.33840  2.64330  0.89538  0.1060
H  0.41074  1.09681  1.21747  0.0708
C  0.38694  2.69300  -3.08099  -0.0133
O  0.70634  2.42639  -1.64042  -0.1988
C  -0.06068  1.42341  -1.18229  -0.7573
S  -1.96202  -1.14891  -3.22512  0.7053
C  -2.91143  0.14066  -4.05919  -0.3128
C  -4.08313  0.58375  -3.45458  -0.0687
C  -5.02787  1.21711  -4.25244  -0.0665
C  -4.77779  1.44739  -5.61514  -0.0751
C  -3.52907  1.11220  -6.14805  -0.0816
C  -2.56686  0.48123  -5.36069  -0.0709
O  -0.77251  -1.44417  -3.99027  -0.4341
O  -2.76591  -2.19772  -2.64822  -0.3132
S  -1.76703  1.88389  -0.73661  0.6724
C  -1.51995  2.93952  0.68006  -0.2712
C  -1.71884  2.53779  2.01236  -0.0402
C  -1.15775  3.32776  3.02273  -0.0596
C  -0.37463  4.44400  2.68147  -0.0753
C  -0.16736  4.81369  1.34153  -0.0736
C  -0.76668  4.05873  0.33911  -0.0872
O  -2.25450  2.68877  -1.83499  -0.3071
O  -2.43745  0.67164  -0.31092  -0.3146
H  1.31813  2.44484  -3.60671  0.0933
H  -0.44122  2.03490  -3.41259  0.0792
H  0.11398  3.76030  -3.08747  0.0929
H  -4.26890  0.41460  -2.39441  0.1188
H  -5.98674  1.50341  -3.82554  0.1070
H  -5.55460  1.90005  -6.24309  0.1045
H  -3.29571  1.31546  -7.19256  0.1025
H  -1.57550  0.23593  -5.74403  0.1126
H  -2.28065  1.63220  2.25247  0.1205
H  -1.30832  3.04060  4.07131  0.1170
H  0.11775  5.02672  3.47347  0.1048
H  0.45772  5.65460  1.00539  0.1093
H  -0.61372  4.30880  -0.70774  0.1038

Forces on atoms 1 to 2 (eV/Å):
0.2 -0.5 0.3
0.4 -0.1 -0.1